The following is a quantum chemistry calculation of a structure of composition C39H39NO4PPtS2Sb, from the Open Molecules 2025 dataset.

2S+1: 1
Total charge: -2
HOMO-LUMO gap: 3.59 eV
LUMO energy: 3.79 eV
Highest occupied orbital energy: 0.197 eV

XYZ file:
```
88
C39H39NO4PPtS2Sb | the Open Molecules 2025 dataset | ωB97M-V with the def2-TZVPD basis set
Pt -0.87157 0.67783 -0.30263
O -3.43178 0.11381 -0.59055
S -3.64057 1.52955 -0.30361
O -4.75223 2.11919 -1.02350
O -2.42568 2.33715 -0.41068
C -4.13557 1.47532 1.42525
C -5.44579 1.69918 1.76615
C -5.89789 1.41109 3.05532
C -5.02019 0.82560 3.96980
C -3.70831 0.58953 3.62981
C -3.22598 0.94158 2.35231
P -1.48821 0.79430 1.93299
C -0.63251 2.00838 2.98339
C -1.24151 2.79447 3.96903
C -0.57074 3.86524 4.52124
C 0.71757 4.18465 4.10540
C 1.34260 3.39448 3.14545
C 0.67496 2.33225 2.58251
C -1.03815 -0.82966 2.66113
C 0.14310 -1.05860 3.35826
C 0.57555 -2.35330 3.58467
C -0.17801 -3.42734 3.14338
C -1.37253 -3.20704 2.47198
C -1.78543 -1.91689 2.21016
H -6.11091 2.09414 1.01046
H -6.92223 1.61748 3.33484
H -5.37843 0.55197 4.95634
H -3.03405 0.11053 4.32949
H -2.24524 2.55800 4.29559
H -1.05476 4.47011 5.27894
H 1.22298 5.04700 4.51643
H 2.34951 3.62865 2.82850
H 1.14153 1.72804 1.81273
H 0.72508 -0.21605 3.70593
H 1.51769 -2.52712 4.08682
H 0.17128 -4.43696 3.31485
H -1.95984 -4.04716 2.12420
H -2.68047 -1.72413 1.62940
C -2.30574 3.34138 -3.14568
Sb -2.87871 1.25952 -3.31820
C -2.13085 1.21904 -5.39938
C -4.89788 1.80255 -4.08927
H -2.22915 3.78904 -4.13543
H -1.35475 3.38661 -2.62639
H -3.05781 3.84331 -2.54764
H -2.41457 2.10816 -5.94964
H -2.53504 0.35817 -5.91748
H -1.05370 1.13205 -5.40517
H -4.83543 2.66913 -4.74304
H -5.51956 2.02508 -3.23211
H -5.32308 0.96771 -4.63989
C 7.69973 -2.10692 -0.41293
C 8.06426 -3.22180 0.52176
O 9.00587 -3.98956 0.36069
S 6.99871 -3.39015 1.95660
C 5.47525 -2.60702 1.46767
C 4.95175 -1.55535 2.21678
C 3.74563 -0.99011 1.86451
C 3.04044 -1.43642 0.73480
C 3.59719 -2.47498 -0.02665
C 4.78569 -3.06012 0.34434
C 1.81572 -0.83952 0.37607
C 0.75891 -0.32107 0.06970
H 8.59620 -1.82061 -0.95755
H 7.29689 -1.25687 0.13247
H 6.94611 -2.42199 -1.13560
H 5.49386 -1.19987 3.08345
H 3.33136 -0.18813 2.46147
H 3.07451 -2.81830 -0.90752
H 5.19084 -3.88500 -0.22468
C -1.45638 -2.06981 -1.92583
C -0.23699 -1.72310 -2.71780
C 0.46459 -2.70417 -3.38593
C 1.56159 -2.41065 -4.18507
C 1.96150 -1.08825 -4.31121
C 1.29476 -0.07613 -3.65754
C 1.73763 1.35289 -3.74218
C 0.17945 -0.35993 -2.81111
N -0.41602 0.66560 -2.20089
H -1.59384 -3.14803 -1.86724
H -2.34496 -1.62314 -2.37699
H -1.38145 -1.65778 -0.90989
H 0.14105 -3.73434 -3.27837
H 2.09917 -3.19573 -4.70628
H 2.81709 -0.84808 -4.93379
H 2.46624 1.51254 -4.53823
H 2.17578 1.64923 -2.78926
H 0.86485 1.98564 -3.90021
```

=====

The following is a quantum chemistry calculation of a structure of composition C39H40AuBrO4Sb2Se2, from the Open Molecules 2025 dataset.

2S+1: 1
HOMO-LUMO gap: 4.66 eV
LUMO energy: -3.01 eV
Highest occupied orbital energy: -7.669 eV

XYZ file:
```
89
C39H40AuBrO4Sb2Se2 | the Open Molecules 2025 dataset | ωB97M-V with the def2-TZVPD basis set
Au -0.44710 -0.61097 2.08848
O 1.87866 -2.57767 6.34015
C 1.00516 -1.49098 6.03793
C -0.42264 -1.94448 5.70494
C -1.02040 -2.65558 6.94253
O -0.41011 -3.88960 7.24215
C -0.50445 -2.91474 4.53225
Se 0.62080 -2.57207 2.99064
C -1.32093 -0.72994 5.42885
Se -0.60384 0.55137 4.13868
H 2.17670 -2.95993 5.50674
H 1.42583 -0.88355 5.23836
H 0.96720 -0.87357 6.93830
H -2.07788 -2.86866 6.76388
H -0.96054 -1.96429 7.79337
H 0.54521 -3.73637 7.27868
H -1.52801 -2.99904 4.16845
H -0.19772 -3.91361 4.85961
H -1.45424 -0.15195 6.34623
H -2.30380 -1.05303 5.08827
C -1.55501 0.53632 -2.43546
C -1.57470 1.97551 -1.90969
C -1.41442 2.07710 -0.38075
Sb -0.05835 3.46424 0.61110
C 1.77777 2.37746 0.45915
C 2.62853 2.39501 -0.64176
C 3.78383 1.62883 -0.65895
C 4.10036 0.81776 0.42252
C 3.27399 0.80332 1.53571
C 2.13187 1.59559 1.55691
C 0.27332 4.84885 -0.98150
C 1.50476 5.48772 -1.11729
C 1.70225 6.44833 -2.09988
C 0.66514 6.79302 -2.95461
C -0.57253 6.18279 -2.81368
C -0.76635 5.22193 -1.83080
Sb 0.52181 -0.10784 -2.43494
C 0.80045 -2.13094 -3.11384
C 0.91407 -2.50878 -4.44829
C 1.22339 -3.82008 -4.79258
C 1.43075 -4.77065 -3.80575
C 1.33929 -4.40110 -2.47045
C 1.02870 -3.09343 -2.13094
C 0.77239 0.86226 -4.35240
C -0.06469 0.59816 -5.43917
C 0.04649 1.30977 -6.62493
C 0.99558 2.31727 -6.74509
C 1.82762 2.60357 -5.67500
C 1.71367 1.87897 -4.49334
H -1.91071 0.50308 -3.46463
H -2.18359 -0.11723 -1.83562
H -2.54807 2.40435 -2.16934
H -0.84058 2.58678 -2.44418
H -1.13230 1.09792 0.02799
H -2.37378 2.32575 0.07973
H 2.39118 3.01749 -1.49500
H 4.42835 1.64669 -1.52926
H 4.99476 0.20842 0.40081
H 3.52211 0.18957 2.39343
H 1.52208 1.60830 2.45519
H 2.32555 5.23608 -0.45489
H 2.66773 6.92917 -2.19541
H 0.81903 7.53912 -3.72346
H -1.38922 6.45183 -3.47150
H -1.74270 4.76032 -1.73536
H 0.78062 -1.78053 -5.23695
H 1.30372 -4.09584 -5.83699
H 1.67031 -5.79202 -4.07372
H 1.51356 -5.13420 -1.69186
H 0.96732 -2.81515 -1.08521
H -0.82701 -0.17027 -5.36130
H -0.61113 1.08252 -7.45518
H 1.08098 2.87746 -7.66762
H 2.56486 3.39328 -5.75414
H 2.37400 2.11872 -3.66803
Br -5.10265 -3.47396 4.85007
C -4.12051 -3.07190 3.28163
C -3.43241 -4.08349 2.62945
C -2.68052 -3.77627 1.50485
C -2.59963 -2.46663 1.05138
C -3.32664 -1.47058 1.69738
C -4.09283 -1.76742 2.81635
C -1.69313 -2.12615 -0.10584
O -1.91532 -2.53582 -1.21827
O -0.65532 -1.35525 0.18355
H -3.47618 -5.09725 3.00313
H -2.13148 -4.55363 0.98939
H -3.30175 -0.45091 1.32561
H -4.65658 -0.99465 3.32101
```

=====

The following is a quantum chemistry calculation of a structure of composition C39H40BrGeI2N7PbS5Se, from the Open Molecules 2025 dataset.

2S+1: 1
Total charge: -2
HOMO-LUMO gap: 4.25 eV
LUMO energy: 3.55 eV
Highest occupied orbital energy: -0.695 eV

XYZ file:
```
97
C39H40BrGeI2N7PbS5Se | the Open Molecules 2025 dataset | ωB97M-V with the def2-TZVPD basis set
Pb 0.22598 1.32187 0.41681
N -3.31243 3.99161 2.06976
C -2.46769 2.93273 1.91289
N -1.28980 3.03906 1.44291
C -0.76134 4.31558 1.12425
N 0.52137 4.44758 0.95798
N 1.22239 3.32612 0.90693
C 2.60554 3.38435 1.07725
C 3.28000 2.21394 1.21632
C 4.69664 2.13281 1.52146
C 5.27341 0.94268 1.79738
C 4.48066 -0.26036 1.78364
C 3.16699 -0.14681 1.42478
N 2.55290 1.01095 1.09152
C -1.69632 5.43256 1.01516
C -1.39277 6.64185 0.40069
C -2.36850 7.61326 0.22189
C -3.67008 7.39008 0.64393
C -3.99243 6.18633 1.25991
C -3.01388 5.22475 1.44304
H -4.26790 3.80314 2.31255
H -2.84198 1.96435 2.23695
H 3.09349 4.34810 1.16802
H 5.26899 3.05515 1.54832
H 6.32863 0.88924 2.04739
H 4.90180 -1.22075 2.05356
H 2.53713 -1.03544 1.39580
H -0.38538 6.79214 0.03786
H -2.11247 8.53902 -0.27971
H -4.43962 8.13444 0.48364
H -5.00712 5.99057 1.59481
Br 5.79794 -1.25246 -3.63071
C 4.26905 -0.22837 -3.13150
C 3.03491 -0.57143 -3.65400
C 1.93004 0.20791 -3.32775
C 2.07151 1.31976 -2.50256
C 3.32568 1.65558 -2.00256
C 4.43110 0.86345 -2.29620
H 2.93734 -1.42356 -4.31365
H 0.95882 -0.03866 -3.74077
H 3.44294 2.53014 -1.37107
H 5.40348 1.10954 -1.88949
N -3.37139 2.62708 -1.44458
C -3.79410 1.62645 -0.63828
C -5.15412 1.53096 -0.26038
C -5.55297 0.47384 0.52584
C -4.61055 -0.46651 0.94643
C -3.29898 -0.27236 0.55025
N -2.88263 0.73692 -0.22071
H -3.97148 3.37949 -1.72616
H -2.40009 2.72551 -1.69643
H -5.85893 2.27994 -0.60457
H -6.59313 0.37269 0.81532
H -4.88014 -1.31570 1.56100
H -2.52012 -0.95484 0.87439
I 0.46222 2.71328 -2.37671
I -1.54960 5.13485 -3.29794
Se -0.62721 -2.52691 -0.72455
C -1.18952 -3.09565 -2.47610
C -0.35283 -3.67597 -3.43010
C -0.85091 -4.03077 -4.68150
C -2.18856 -3.82651 -4.99004
C -3.03280 -3.27669 -4.03116
C -2.53879 -2.91476 -2.78598
H 0.68874 -3.85519 -3.20284
H -0.18661 -4.46636 -5.41996
H -2.56907 -4.08815 -5.97094
H -4.07922 -3.11547 -4.26300
H -3.19648 -2.47022 -2.04555
C 1.26660 -2.61264 5.45040
S -0.29069 -1.74792 5.78596
C -1.35289 -2.53095 4.63788
C -1.28447 -2.41813 3.27987
S -0.12719 -1.57966 2.34172
S -2.55952 -3.34173 2.46597
C -3.40490 -3.94353 3.83787
S -4.79115 -4.85020 3.74630
S -2.63821 -3.51218 5.30453
H 2.01991 -2.16651 6.10175
H 1.53247 -2.45474 4.40518
H 1.15602 -3.67421 5.66919
C 4.27919 -3.04437 -0.75017
Ge 2.46904 -3.75398 -0.53798
C 2.29249 -5.36086 -1.65302
C 2.04022 -4.26350 1.29437
C 1.27652 -2.29358 -1.09884
H 5.04688 -3.75818 -0.43786
H 4.39090 -2.12720 -0.16466
H 4.44863 -2.80150 -1.80343
H 2.89201 -6.15570 -1.19916
H 2.66528 -5.19539 -2.66779
H 1.25677 -5.70395 -1.70621
H 2.37556 -5.28517 1.49980
H 0.96098 -4.20244 1.44644
H 2.50891 -3.58287 2.01063
H 1.35462 -2.06385 -2.15858
H 1.57622 -1.39677 -0.55327
```

=====

The following is a quantum chemistry calculation of a structure of composition C39H40BrN4O2PtSSb, from the Open Molecules 2025 dataset.

2S+1: 1
Total charge: +2
HOMO-LUMO gap: 7.37 eV
LUMO energy: -6.14 eV
Highest occupied orbital energy: -13.509 eV

XYZ file:
```
89
C39H40BrN4O2PtSSb | the Open Molecules 2025 dataset | ωB97M-V with the def2-TZVPD basis set
Pt 1.38590 0.19465 0.09705
C 1.10264 5.31978 3.22100
C 1.86038 4.06700 2.87231
C 3.10128 3.76540 3.42271
C 3.76357 2.59420 3.07797
C 3.12000 1.76555 2.18944
Br 3.90434 0.13466 1.57342
N 1.94222 2.00327 1.65800
C 1.32408 3.14244 1.98321
H 1.64523 5.91949 3.94838
H 0.12789 5.07254 3.64392
H 0.92966 5.92952 2.33314
H 3.56147 4.45039 4.12505
H 4.73464 2.34880 3.48331
H 0.36540 3.32132 1.50690
S -0.24101 -5.69859 2.35663
C 0.21314 -4.05961 1.83163
C 1.34793 -3.85802 1.04885
C 1.66875 -2.58311 0.64037
N 0.91201 -1.52259 0.97429
C -0.19006 -1.71019 1.71444
C -0.56623 -2.95976 2.16009
C 0.52219 -5.63776 3.97455
C -0.14995 -5.08403 5.05235
C 0.50349 -5.04663 6.27656
N 1.73493 -5.52072 6.46612
C 2.35076 -6.08202 5.42627
C 1.78759 -6.16885 4.15879
H 1.97493 -4.69118 0.76323
H 2.54638 -2.38624 0.03970
H -0.76755 -0.83186 1.95791
H -1.46421 -3.07200 2.75138
H -1.15907 -4.70632 4.95046
H 0.01640 -4.61796 7.14514
H 3.34286 -6.47697 5.61272
H 2.31892 -6.64530 3.34559
C -3.43567 0.58210 -3.13621
C -2.14408 0.20814 -3.81961
C -2.13616 -0.07785 -5.18362
C -0.97123 -0.43840 -5.84713
C 0.22725 -0.53170 -5.15399
C 0.24792 -0.24826 -3.79653
C -0.92250 0.12450 -3.14187
Sb -0.85038 0.49636 -1.07409
C -1.53721 2.47444 -0.74796
C -2.23322 2.77271 0.42463
C -2.69914 4.05575 0.66284
C -2.45480 5.05022 -0.27124
C -1.71156 4.76567 -1.40683
C -1.21842 3.48780 -1.66879
C -0.35834 3.28457 -2.89195
C -2.02033 -1.21407 -0.54943
C -1.50517 -2.33095 -1.21062
C -2.10017 -3.57449 -1.06358
C -3.21485 -3.70203 -0.24847
C -3.71334 -2.59435 0.42233
C -3.13021 -1.33424 0.29463
C -3.71153 -0.17674 1.05746
H -4.24465 0.66472 -3.85879
H -3.35635 1.54018 -2.61604
H -3.72132 -0.17962 -2.40534
H -3.06694 -0.01645 -5.73551
H -1.00188 -0.65181 -6.90794
H 1.13372 -0.82867 -5.66713
H 1.17495 -0.32803 -3.24020
H -2.41372 2.01026 1.16559
H -3.24896 4.27186 1.57030
H -2.82707 6.05378 -0.10894
H -1.49681 5.55757 -2.11525
H -0.08528 4.24875 -3.31766
H -0.87704 2.71703 -3.66470
H 0.56343 2.75697 -2.64043
H -0.63925 -2.23713 -1.85773
H -1.70179 -4.43191 -1.59170
H -3.70035 -4.66345 -0.13673
H -4.58447 -2.70311 1.05873
H -4.57162 -0.49028 1.64571
H -4.03997 0.61671 0.38325
H -2.97645 0.24058 1.75085
N 4.41955 1.20840 -4.10405
C 3.76094 2.07178 -3.13398
C 3.07508 1.20482 -2.09251
O 2.29172 1.68525 -1.26851
O 3.38816 -0.05614 -2.14496
H 5.35139 1.52496 -4.33599
H 3.89687 1.13989 -4.96828
H 4.00258 -0.11104 -2.94037
H 3.02540 2.75653 -3.55524
H 4.49237 2.67912 -2.59932
```

=====

The following is a quantum chemistry calculation of a structure of composition C39H40IN5O4PSSn, from the Open Molecules 2025 dataset.

2S+1: 1
Total charge: +3
HOMO-LUMO gap: 6.71 eV
LUMO energy: -9.27 eV
Highest occupied orbital energy: -15.982 eV

XYZ file:
```
92
C39H40IN5O4PSSn | the Open Molecules 2025 dataset | ωB97M-V with the def2-TZVPD basis set
Sn -0.46376 0.52311 -0.36707
O 0.88956 2.55765 7.53762
C 0.35117 1.64353 6.73005
O 0.12756 0.52653 7.09546
C 0.07437 2.02551 5.29638
C 0.94438 2.79896 4.54208
C 0.74743 2.92901 3.17166
C -0.32869 2.28879 2.57387
C -1.26794 1.60882 3.33990
C -1.04987 1.46010 4.69601
N -0.45625 2.31725 1.14212
C -0.46502 3.47143 0.60480
C -0.58424 3.63985 -0.83611
C -0.70691 4.90559 -1.37250
C -0.89881 5.03355 -2.74473
C -0.95892 3.88234 -3.50427
C -0.83737 2.64318 -2.88511
N -0.63973 2.51738 -1.56964
H 0.87965 3.44667 7.16100
H 1.81567 3.25525 4.99660
H 1.46515 3.47538 2.57360
H -2.16077 1.19930 2.88807
H -1.73508 0.88668 5.30626
H -0.41448 4.36748 1.22212
H -0.66132 5.77283 -0.72679
H -1.00321 6.00978 -3.19938
H -1.11151 3.91988 -4.57414
H -0.90232 1.73120 -3.45454
O -0.97749 -0.08716 -2.61180
S -1.49424 -1.43397 -2.19466
O -2.88202 -1.48538 -1.85115
N -0.49370 -1.54940 -0.91155
C -0.53593 -2.54773 0.06761
C -1.04934 -3.81094 -0.05966
C -0.86801 -4.74618 0.98033
C -0.18948 -4.41190 2.11760
C 0.29392 -3.09670 2.29379
C 0.94707 -2.66524 3.47080
C 1.32630 -1.35523 3.58558
C 1.00964 -0.46504 2.55149
N 0.41162 -0.81975 1.42049
C 0.10098 -2.15094 1.26873
C -1.16360 -2.59103 -3.44695
C -2.22000 -3.38672 -3.87972
C -1.98060 -4.29087 -4.90297
C -0.71437 -4.39349 -5.46221
C 0.33155 -3.59107 -5.01341
C 0.11256 -2.68033 -3.99831
H -1.56132 -4.11801 -0.96359
H -1.25692 -5.74697 0.85256
H -0.01943 -5.14107 2.89878
H 1.13161 -3.37161 4.27120
H 1.81984 -0.98124 4.47127
H 1.23898 0.57939 2.68457
H -3.20050 -3.28993 -3.43626
H -2.78709 -4.91384 -5.26394
H -0.53783 -5.10377 -6.25882
H 1.31201 -3.67827 -5.46086
H 0.91196 -2.04228 -3.64601
I -3.89095 2.12026 -1.64792
C -3.75730 0.77686 -0.07589
C -4.98419 0.38296 0.44024
C -5.04701 -0.55316 1.45696
C -3.85505 -1.06082 1.94970
C -2.67648 -0.61189 1.40486
N -2.59348 0.29242 0.40275
H -5.88776 0.80548 0.02609
H -6.00282 -0.87150 1.85144
H -3.82438 -1.78957 2.74730
H -1.74372 -0.96658 1.80630
C 2.74418 -2.09141 -1.53738
C 3.00838 -0.83209 -0.71894
P 2.03561 0.65966 -1.10214
C 2.09765 0.91918 -2.90587
C 3.51166 0.94004 -3.49748
C 2.99665 2.03092 -0.38449
C 3.44925 1.84522 1.06147
H 3.45234 -2.86141 -1.23422
H 2.90021 -1.91471 -2.60178
H 1.73833 -2.47674 -1.38454
H 4.04011 -0.49566 -0.87188
H 2.90470 -1.01770 0.35214
H 1.57785 1.85345 -3.12104
H 1.50579 0.11960 -3.35617
H 4.10078 1.78410 -3.14493
H 3.43978 1.03026 -4.58054
H 4.05994 0.02232 -3.28613
H 2.43074 2.95554 -0.53334
H 3.87689 2.11398 -1.02612
H 2.61800 1.62543 1.73019
H 3.93284 2.75557 1.41553
H 4.17654 1.03966 1.14958
```

=====

What is the HOMO-LUMO gap in the second record? 4.66 eV

=====

The lowest HOMO-LUMO gap belongs to which entry? C39H39NO4PPtS2Sb

=====

Among the records above, which one has the lowest LUMO energy? C39H40IN5O4PSSn